DFT (wB97M-V/def2-TZVPD) results for C56H44BFN6O6Sn as an isolated structure.

Charge: -2
Lowest unoccupied orbital energy (spin up / spin down) (Ha): 0.148 / 0.148
Max |F| (Eh/bohr): 0.01428
E_HOMO (spin up / spin down) (eV): -0.2 / -0.1
Relative energy (zero: lowest compared OMol25 entry of this formula, charge and spin) (kJ/mol): 45.0
Frontier orbital gap (spin up / spin down) (eV): 4.20 / 4.18

Each line ends with the Löwdin charge.
Atoms and positions in Å:
Sn1 -0.4869 0.0734 -0.3543  1.333
C1 4.5120 1.3029 -6.0293  -0.125
C2 3.2847 1.9195 -5.8167  -0.105
C3 2.4538 1.4889 -4.7961  -0.039
C4 2.8143 0.4269 -3.9540  -0.182
C5 4.0412 -0.1956 -4.2003  -0.040
C6 4.8760 0.2359 -5.2199  -0.101
C7 1.9008 0.0331 -2.8605  -0.085
C8 2.4146 0.0157 -1.5114  -0.242
C9 3.7479 0.1256 -1.0969  -0.048
C10 3.7621 0.0240 0.2949  -0.050
C11 2.4354 -0.1361 0.7182  -0.246
N1 1.6291 -0.1343 -0.3950  -0.001
C12 1.9877 -0.1724 2.0940  -0.087
C13 0.6857 -0.0471 2.5444  -0.242
C14 0.2612 0.0879 3.9207  -0.008
C15 -1.0802 0.2695 3.9245  -0.007
C16 -1.5496 0.1648 2.5625  -0.237
C17 -2.8616 0.1967 2.1270  -0.080
C18 -3.9255 0.6530 3.0466  -0.181
C19 -4.1770 0.0943 4.3021  -0.046
C20 -5.1645 0.6066 5.1335  -0.108
C21 -5.9317 1.6906 4.7359  -0.129
C22 -5.7133 2.2451 3.4782  -0.105
C23 -4.7336 1.7304 2.6492  -0.034
C24 -3.3192 -0.2172 0.8131  -0.246
N2 -2.5388 -0.3748 -0.3013  -0.006
C25 -3.3098 -0.8929 -1.3137  -0.245
C26 -2.8319 -1.1741 -2.6382  -0.095
C27 -3.8281 -1.7170 -3.5968  -0.203
C28 -4.9185 -0.9587 -4.0237  -0.040
C29 -5.8457 -1.4773 -4.9152  -0.103
C30 -5.7069 -2.7734 -5.3944  -0.124
C31 -4.6259 -3.5390 -4.9801  -0.101
C32 -3.6972 -3.0154 -4.0925  -0.035
C33 -1.5466 -0.9715 -3.1073  -0.244
C34 -1.1189 -1.0827 -4.4806  -0.016
C35 0.1686 -0.6603 -4.5541  -0.023
C36 0.6015 -0.3084 -3.2219  -0.248
N3 -0.4693 -0.5065 -2.3763  -0.016
C37 -4.6126 -1.0683 -0.8266  -0.046
C38 -4.6185 -0.6403 0.5014  -0.046
N4 -0.4435 0.0049 1.7624  -0.008
C39 3.0699 -0.3385 3.0946  -0.194
C40 3.3680 0.6255 4.0589  -0.048
C41 4.4038 0.4401 4.9648  -0.107
C42 5.1739 -0.7123 4.9268  -0.124
C43 4.8852 -1.6857 3.9767  -0.097
C44 3.8496 -1.5010 3.0775  -0.030
H1 5.1720 1.6494 -6.8157  0.084
H2 2.9827 2.7483 -6.4474  0.090
H3 1.5033 1.9793 -4.6279  0.118
H4 4.3202 -1.0550 -3.6038  0.115
H5 5.8173 -0.2723 -5.3975  0.093
H6 4.6070 0.2701 -1.7307  0.083
H7 4.6339 0.0751 0.9279  0.094
H8 0.9103 0.0445 4.7799  0.097
H9 -1.7043 0.4193 4.7907  0.091
H10 -3.6111 -0.7751 4.6132  0.115
H11 -5.3505 0.1469 6.0981  0.090
H12 -6.6938 2.0967 5.3910  0.083
H13 -6.3090 3.0892 3.1483  0.090
H14 -4.5636 2.1608 1.6707  0.119
H15 -5.0258 0.0515 -3.6477  0.119
H16 -6.6808 -0.8690 -5.2442  0.090
H17 -6.4355 -3.1847 -6.0832  0.085
H18 -4.5103 -4.5546 -5.3416  0.092
H19 -2.8542 -3.6128 -3.7671  0.118
H20 -1.7417 -1.4322 -5.2891  0.101
H21 0.7982 -0.6366 -5.4290  0.106
H22 -5.4436 -1.4750 -1.3810  0.090
H23 -5.4534 -0.6579 1.1842  0.096
H24 2.7896 1.5415 4.0907  0.109
H25 4.6172 1.2067 5.7020  0.090
H26 5.9957 -0.8480 5.6201  0.085
H27 5.4672 -2.5996 3.9431  0.093
H28 3.6137 -2.2672 2.3495  0.122
C45 0.3309 5.4196 -1.0752  -0.022
C46 0.7377 4.2853 -0.1372  -0.461
C47 2.2242 4.3936 0.1932  -0.006
O1 0.5570 3.0506 -0.8516  0.076
B1 -0.4235 2.3056 -0.2533  -0.573
O2 -1.0060 2.9781 0.7912  0.073
C48 -0.2058 4.1253 1.1174  -0.462
C49 0.5391 3.7770 2.4072  -0.005
C50 -1.1345 5.3043 1.3809  -0.019
H29 0.9560 5.3669 -1.9673  0.088
H30 0.4693 6.3927 -0.6003  0.083
H31 -0.7092 5.3153 -1.3849  0.089
H32 2.7792 4.5597 -0.7310  0.089
H33 2.5765 3.4564 0.6239  0.092
H34 2.4214 5.2164 0.8828  0.085
H35 1.1499 2.8846 2.2667  0.086
H36 -0.1998 3.5440 3.1747  0.094
H37 1.1665 4.6025 2.7483  0.084
H38 -1.7844 5.4973 0.5282  0.081
H39 -0.5609 6.2056 1.6078  0.086
H40 -1.7628 5.0607 2.2381  0.089
F1 1.6920 -3.6050 -3.9011  0.076
C51 1.8897 -4.1834 -2.7044  -0.183
C52 0.9698 -4.0476 -1.7306  0.066
N5 1.1086 -4.6475 -0.5060  0.024
C53 0.0304 -4.5641 0.4806  -0.023
C54 -0.4841 -3.1155 0.8084  -0.619
O3 -1.0568 -3.0105 1.8855  0.036
O4 -0.2758 -2.2890 -0.1274  -0.108
C55 2.2424 -5.3686 -0.1967  -0.471
O5 2.4411 -5.9249 0.8700  0.050
N6 3.1753 -5.4337 -1.2137  0.204
C56 3.0967 -4.9391 -2.5182  -0.415
O6 3.9844 -5.1718 -3.3183  0.057
H41 0.1013 -3.4134 -1.8520  0.139
H42 0.3746 -5.0180 1.4004  0.113
H43 -0.8398 -5.1185 0.1180  0.130
H44 4.0107 -5.9489 -0.9883  0.156